The following is a DFT calculation (the ωB97M-V functional and the def2-TZVPD basis) of C15H26O4PPt as an isolated structure at a distorted geometry.

CARTESIAN COORDINATES (ANGSTROEM)
1 Pt -0.990 -0.290 -0.991
2 C -3.922 0.996 -2.094
3 C -2.590 0.423 -2.467
4 C -2.338 -0.941 -2.639
5 C -1.061 -1.420 -3.111
6 C -0.017 -0.558 -3.393
7 C -0.186 0.761 -2.939
8 C -1.441 1.256 -2.523
9 H -4.426 1.360 -2.992
10 H -3.806 1.834 -1.409
11 H -4.557 0.246 -1.626
12 H -3.124 -1.657 -2.441
13 H -0.944 -2.487 -3.249
14 H 0.940 -0.910 -3.746
15 H 0.668 1.426 -2.907
16 H -1.527 2.301 -2.267
17 C 0.369 2.778 0.299
18 C -0.256 1.864 1.318
19 C 0.590 1.801 2.572
20 C -1.711 2.157 1.589
21 O -0.191 0.446 0.716
22 P -0.352 -0.960 1.644
23 O -1.214 -0.778 2.799
24 O -0.863 -1.744 0.375
25 O 1.078 -1.387 2.024
26 C 2.230 -1.950 1.269
27 C 2.481 -1.104 0.038
28 C 1.890 -3.384 0.927
29 C 3.376 -1.862 2.252
30 H 0.414 3.783 0.722
31 H -0.225 2.842 -0.608
32 H 1.385 2.466 0.055
33 H 0.599 2.800 3.013
34 H 1.617 1.519 2.342
35 H 0.180 1.114 3.312
36 H -1.798 3.177 1.968
37 H -2.123 1.465 2.321
38 H -2.297 2.092 0.668
39 H 1.684 -1.209 -0.700
40 H 3.408 -1.441 -0.429
41 H 2.593 -0.050 0.295
42 H 1.034 -3.447 0.256
43 H 1.672 -3.946 1.834
44 H 2.748 -3.847 0.436
45 H 3.585 -0.825 2.520
46 H 4.274 -2.291 1.807
47 H 3.141 -2.417 3.159

For the HOMO-LUMO gap, the calculation gives 7.9 eV. As for the multiplicity: 1. Its charge is +1. For the HOMO energy, the calculation gives -0.45355 Ha.

The following is a DFT calculation (the ωB97M-V functional and the def2-TZVPD basis) of C15H27Cl3N4O5 as an isolated structure at a distorted geometry.

CARTESIAN COORDINATES (ANGSTROEM)
1 C 0.192 -1.629 0.537
2 C 0.443 0.019 0.503
3 Cl -1.044 1.095 0.814
4 C 1.817 0.576 0.232
5 Cl 3.169 -0.682 -0.104
6 C 2.161 2.179 0.228
7 C 1.900 2.607 1.790
8 C 2.935 3.730 2.386
9 O 2.870 4.982 1.574
10 C 2.330 4.155 3.885
11 N 1.241 5.221 3.753
12 O 3.623 2.221 0.066
13 C 4.127 3.255 -0.857
14 O 5.382 3.574 -1.221
15 O 2.876 3.937 -1.281
16 C 1.639 3.138 -0.994
17 C 1.324 2.504 -2.472
18 N -0.085 2.910 -2.862
19 H 0.631 -2.180 -0.397
20 H -0.977 -1.806 0.686
21 H 0.684 -2.000 1.559
22 H 1.945 1.622 2.451
23 H 0.811 3.085 1.851
24 H 4.054 3.339 2.494
25 H 1.968 4.979 1.118
26 H 1.766 3.177 4.273
27 H 3.167 4.421 4.658
28 H 0.608 5.212 4.592
29 H 0.605 4.984 2.940
30 H 0.808 3.804 -0.465
31 H 2.044 3.013 -3.275
32 H 1.489 1.346 -2.504
33 H -0.654 2.039 -2.788
34 H -0.452 3.679 -2.244
35 C -0.743 -5.271 1.946
36 C -1.739 -4.221 1.677
37 N -2.526 -3.391 1.464
38 H -0.830 -5.660 2.966
39 H -0.857 -6.121 1.265
40 H 0.280 -4.898 1.829
41 Cl -2.741 0.583 2.807
42 C -4.371 -3.718 -1.277
43 C -3.176 -4.441 -1.817
44 O -2.436 -5.150 -1.166
45 N -2.707 -4.309 -3.142
46 C -3.682 -4.187 -4.230
47 H -4.927 -4.390 -0.618
48 H -4.036 -2.843 -0.716
49 H -5.042 -3.395 -2.075
50 H -2.080 -3.499 -3.124
51 H -2.073 -5.115 -3.232
52 H -3.140 -4.292 -5.172
53 H -4.150 -3.201 -4.178
54 H -4.421 -4.986 -4.131

For the HOMO-LUMO gap, the calculation gives 3.4 eV. As for the multiplicity: 1. Its charge is 0. For the HOMO energy, the calculation gives -0.20916 Ha. Its energy above the lowest of the compared OMol25 structures with the same formula, charge and spin is 375.9 kJ/mol.

The following is a DFT calculation (the ωB97M-V functional and the def2-TZVPD basis) of C15H27N2O3PRu as an isolated structure at a distorted geometry.

CARTESIAN COORDINATES (ANGSTROEM)
1 Ru -0.085 -0.020 1.268
2 C -2.006 -0.281 1.081
3 O -3.153 -0.430 1.060
4 C -0.277 1.760 1.728
5 O -0.380 2.883 2.013
6 C 1.800 0.124 1.674
7 O 2.911 0.296 1.953
8 C -1.390 1.249 -1.855
9 P 0.065 0.454 -1.000
10 H 0.641 -1.242 -2.632
11 H -2.243 0.604 -1.583
12 C 1.544 1.252 -1.802
13 H 1.234 1.278 -2.860
14 C -1.253 1.243 -3.383
15 H -0.987 0.260 -3.778
16 H -0.509 1.970 -3.737
17 H -2.223 1.523 -3.822
18 C -1.723 2.667 -1.379
19 H -0.948 3.386 -1.671
20 C 0.947 -2.139 -0.674
21 H -1.858 2.721 -0.295
22 H -2.669 2.980 -1.850
23 C -1.276 -1.877 -1.854
24 H 0.749 -1.821 0.394
25 H 0.702 -3.205 -0.720
26 H 2.026 -2.017 -0.862
27 C 0.131 -1.304 -1.661
28 H -1.229 -2.965 -1.993
29 H -1.769 -1.476 -2.751
30 H -1.907 -1.664 -0.978
31 C 2.826 0.424 -1.677
32 H 3.137 0.320 -0.629
33 H 3.629 0.941 -2.220
34 H 2.730 -0.570 -2.125
35 C 1.803 2.686 -1.317
36 H 1.962 2.733 -0.231
37 H 0.997 3.381 -1.576
38 H 2.710 3.069 -1.807
39 H -0.399 -3.942 0.757
40 H -0.286 -3.520 1.366
41 N -0.608 -0.915 5.473
42 C -0.414 -2.207 5.013
43 C -0.225 -2.113 3.672
44 N -0.359 -0.784 3.305
45 C -0.543 -0.071 4.408
46 H -0.801 -0.629 6.424
47 H -0.436 -3.107 5.595
48 H 0.017 -2.915 2.981
49 H -0.605 1.012 4.557

For the HOMO-LUMO gap (alpha / beta), the calculation gives 7.6 / 5.1 eV. As for the multiplicity: 5. Its charge is +4. For the HOMO energy (alpha / beta), the calculation gives -0.79821 / -0.87424 Ha. Its energy above the lowest of the compared OMol25 structures with the same formula, charge and spin is 0.0 kJ/mol.

The following is a DFT calculation (the ωB97M-V functional and the def2-TZVPD basis) of a 6-piece molecular cluster, C15H27N3O3 overall at a distorted geometry.

CARTESIAN COORDINATES (ANGSTROEM)
1 C -2.339 3.816 3.828
2 C -2.557 3.092 2.528
3 O -1.745 2.278 2.145
4 C -3.769 3.450 1.692
5 H -1.365 4.306 3.808
6 H -2.317 3.073 4.627
7 H -3.093 4.565 4.064
8 H -4.112 2.584 1.134
9 H -3.484 4.285 1.053
10 H -4.583 3.781 2.341
11 C 0.136 -0.374 -1.463
12 C -0.053 1.118 -1.537
13 O 0.872 1.827 -1.850
14 C -1.369 1.685 -1.099
15 H -0.253 -0.931 -2.320
16 H -0.429 -0.846 -0.649
17 H 1.200 -0.529 -1.309
18 H -2.180 1.170 -1.628
19 H -1.436 2.750 -1.275
20 H -1.478 1.410 -0.048
21 C -1.270 -4.448 -1.557
22 C 0.189 -4.782 -1.699
23 O 1.048 -3.928 -1.691
24 C 0.538 -6.231 -1.906
25 H -1.431 -3.373 -1.468
26 H -1.748 -4.930 -0.704
27 H -1.794 -4.769 -2.464
28 H 1.622 -6.327 -1.956
29 H 0.141 -6.606 -2.851
30 H 0.170 -6.852 -1.089
31 C -0.417 5.258 -0.067
32 C -0.478 6.312 0.927
33 N -0.533 7.142 1.716
34 H -1.402 4.813 -0.210
35 H 0.257 4.460 0.243
36 H -0.093 5.627 -1.037
37 C 1.885 -2.349 1.494
38 C 2.321 -0.967 1.459
39 N 2.653 0.139 1.421
40 H 1.134 -2.527 2.256
41 H 2.733 -3.010 1.673
42 H 1.482 -2.594 0.506
43 C 4.177 -1.889 -1.350
44 C 5.346 -2.583 -0.867
45 N 6.283 -3.107 -0.464
46 H 3.285 -2.220 -0.827
47 H 3.957 -1.941 -2.412
48 H 4.298 -0.826 -1.117

For the HOMO-LUMO gap, the calculation gives 9.9 eV. As for the multiplicity: 1. Its charge is 0. For the HOMO energy, the calculation gives -0.35245 Ha. The SMILES is CC(C)=O.CC(C)=O.CC(C)=O.CC#N.CC#N.CC#N. Its energy above the lowest of the compared OMol25 structures with the same formula, charge and spin is 413.7 kJ/mol.

The following is a DFT calculation (the ωB97M-V functional and the def2-TZVPD basis) of a 2-piece molecular cluster, C15H28ClN2 overall.

CARTESIAN COORDINATES (ANGSTROEM)
1 C 3.911 -3.661 -0.690
2 C 4.649 -3.010 0.477
3 C 3.864 -1.852 1.106
4 C 4.337 -0.474 0.650
5 C 3.438 0.658 1.170
6 C 2.233 0.982 0.262
7 C 0.874 0.667 0.892
8 C -0.302 1.337 0.179
9 C -1.711 1.144 0.757
10 Cl -1.646 1.955 2.454
11 N -1.921 -0.298 1.038
12 C -3.018 -0.899 0.289
13 C -3.771 -1.932 1.117
14 H 4.480 -4.495 -1.108
15 H 2.946 -4.046 -0.357
16 H 3.729 -2.945 -1.493
17 H 4.853 -3.776 1.231
18 H 5.624 -2.647 0.138
19 H 3.929 -1.894 2.197
20 H 2.800 -1.950 0.865
21 H 4.341 -0.450 -0.446
22 H 5.371 -0.323 0.975
23 H 3.054 0.359 2.151
24 H 4.042 1.551 1.345
25 H 2.337 0.412 -0.668
26 H 2.254 2.040 -0.014
27 H 0.879 0.994 1.937
28 H 0.715 -0.415 0.907
29 H -0.103 2.414 0.129
30 H -0.350 0.965 -0.855
31 H -2.095 -0.434 2.025
32 H -3.704 -0.115 -0.057
33 H -2.626 -1.399 -0.608
34 H -4.166 -1.474 2.027
35 H -4.605 -2.356 0.554
36 H -3.107 -2.751 1.406
37 N -3.370 2.289 -1.564
38 C -3.782 3.573 -1.404
39 C -4.729 3.849 -2.364
40 C -4.893 2.666 -3.134
41 C -4.037 1.726 -2.608
42 H -2.683 1.827 -0.943
43 H -3.377 4.178 -0.611
44 H -5.248 4.785 -2.491
45 H -5.561 2.519 -3.969
46 H -3.855 0.702 -2.891

For the HOMO-LUMO gap, the calculation gives 5.5 eV. As for the multiplicity: 1. Its charge is -1. For the HOMO energy, the calculation gives -0.09283 Ha.

The following is a DFT calculation (the ωB97M-V functional and the def2-TZVPD basis) of a 3-piece molecular cluster, C15H28F2O10S overall.

CARTESIAN COORDINATES (ANGSTROEM)
1 O 3.127 3.295 -2.016
2 S 2.144 2.390 -2.504
3 O 2.152 1.938 -3.845
4 O 0.705 2.946 -2.161
5 C 0.368 2.644 -0.777
6 C -1.080 2.190 -0.788
7 C -1.355 0.944 -1.601
8 F -0.896 -0.191 -0.925
9 C 1.418 1.584 -0.305
10 C 2.424 2.086 0.735
11 C 2.570 1.139 1.929
12 C 2.976 -0.274 1.534
13 F 2.371 -1.194 2.394
14 O 2.046 1.138 -1.531
15 H 0.469 3.570 -0.210
16 H -1.419 2.039 0.241
17 H -1.672 3.006 -1.212
18 H -0.866 0.978 -2.576
19 H -2.425 0.823 -1.766
20 H 0.889 0.714 0.075
21 H 2.117 3.071 1.090
22 H 3.390 2.235 0.250
23 H 1.632 1.079 2.487
24 H 3.316 1.551 2.611
25 H 4.053 -0.426 1.616
26 H 2.671 -0.535 0.519
27 C 1.159 -4.500 3.754
28 C 2.191 -3.690 4.506
29 O 1.734 -3.336 5.829
30 C 1.795 -4.308 6.733
31 O 2.253 -5.411 6.570
32 O 1.331 -3.831 7.892
33 C 1.360 -4.771 8.970
34 H 0.213 -3.960 3.709
35 H 1.506 -4.669 2.733
36 H 0.995 -5.466 4.229
37 H 2.367 -2.738 4.014
38 H 3.136 -4.226 4.589
39 H 2.363 -5.171 9.105
40 H 0.670 -5.591 8.778
41 H 1.050 -4.214 9.849
42 C -6.032 1.494 -5.449
43 C -5.016 0.744 -6.280
44 O -3.923 1.594 -6.682
45 C -3.006 1.828 -5.747
46 O -2.994 1.367 -4.632
47 O -2.089 2.650 -6.250
48 C -1.015 2.970 -5.354
49 H -6.395 2.369 -5.988
50 H -6.881 0.843 -5.236
51 H -5.600 1.815 -4.502
52 H -5.447 0.408 -7.220
53 H -4.617 -0.118 -5.746
54 H -0.529 2.066 -4.994
55 H -1.386 3.547 -4.508
56 H -0.319 3.564 -5.937

For the HOMO-LUMO gap, the calculation gives 11.2 eV. As for the multiplicity: 1. Its charge is 0. For the HOMO energy, the calculation gives -0.39299 Ha. The SMILES is O=S1(=O)O[C@@H](CCF)[C@H](CCCF)O1.CCOC(=O)OC.CCOC(=O)OC.

The following is a DFT calculation (the ωB97M-V functional and the def2-TZVPD basis) of a 3-piece molecular cluster, C15H28FNO7S overall at a distorted geometry.

CARTESIAN COORDINATES (ANGSTROEM)
1 C 3.270 0.457 -0.532
2 C 3.191 0.701 -2.033
3 O 1.981 1.270 -2.478
4 C 1.703 2.544 -1.912
5 C 0.654 2.455 -0.787
6 C -0.488 3.460 -0.968
7 C -1.589 2.841 -1.839
8 C -2.525 2.004 -0.954
9 N -2.974 0.792 -1.695
10 S -2.673 -0.629 -0.947
11 O -1.519 -0.554 -0.144
12 O -2.657 -1.637 -1.924
13 F -3.881 -0.948 -0.021
14 H 3.768 1.247 0.018
15 H 2.293 0.337 -0.085
16 H 3.793 -0.472 -0.339
17 H 4.066 1.274 -2.354
18 H 3.266 -0.259 -2.529
19 H 1.268 3.150 -2.703
20 H 2.610 3.034 -1.569
21 H 0.246 1.454 -0.844
22 H 1.160 2.555 0.168
23 H -0.860 3.738 0.013
24 H -0.092 4.360 -1.426
25 H -2.123 3.629 -2.356
26 H -1.110 2.149 -2.522
27 H -2.009 1.758 -0.038
28 H -3.369 2.631 -0.689
29 H -3.963 0.867 -1.914
30 O -7.377 -6.872 0.358
31 C -6.602 -6.105 -0.129
32 O -6.081 -6.277 -1.368
33 C -5.101 -5.256 -1.642
34 C -5.447 -4.110 -0.703
35 C -6.023 -4.852 0.502
36 H -4.109 -5.668 -1.446
37 H -5.163 -4.978 -2.690
38 H -4.596 -3.475 -0.471
39 H -6.220 -3.485 -1.151
40 H -5.249 -5.147 1.212
41 H -6.799 -4.289 1.013
42 O 3.491 2.413 2.372
43 C 4.417 1.838 2.861
44 O 4.639 0.514 2.674
45 C 5.761 0.084 3.466
46 C 6.569 1.347 3.737
47 C 5.476 2.413 3.781
48 H 5.381 -0.371 4.383
49 H 6.321 -0.663 2.909
50 H 7.171 1.284 4.641
51 H 7.240 1.543 2.900
52 H 5.047 2.522 4.778
53 H 5.815 3.379 3.418

For the HOMO-LUMO gap, the calculation gives 9.7 eV. As for the multiplicity: 1. Its charge is 0. For the HOMO energy, the calculation gives -0.34288 Ha. The SMILES is CCOCCCCCNS(=O)(=O)F.O=C1CCCO1.O=C1CCCO1.

The following is a DFT calculation (the ωB97M-V functional and the def2-TZVPD basis) of C15H28ILaN4O2Si as an isolated structure at a distorted geometry.

CARTESIAN COORDINATES (ANGSTROEM)
1 C 2.204 2.436 -1.941
2 I -1.319 1.167 -2.139
3 H 2.612 2.925 -1.041
4 H 1.686 3.146 -2.584
5 H 2.639 1.558 -2.410
6 C 2.685 -2.910 -0.108
7 C 3.230 -1.855 0.517
8 N 2.798 -0.728 -0.142
9 C 2.101 -1.108 -1.243
10 N 1.929 -2.435 -1.159
11 H 2.813 -3.970 0.031
12 H 3.875 -1.805 1.361
13 C -4.333 1.984 0.529
14 C -2.185 1.320 0.431
15 N -3.472 0.980 0.125
16 H -3.904 3.910 1.504
17 N -2.288 2.532 1.073
18 H -5.352 2.029 0.207
19 La 0.373 0.816 0.162
20 C 1.572 -0.069 -2.115
21 O 1.498 -0.084 -3.323
22 C -3.597 2.951 1.124
23 C -1.156 3.328 1.519
24 H -0.593 2.775 2.283
25 H -1.493 4.247 2.024
26 H -0.454 3.596 0.702
27 C -3.790 -0.128 -0.746
28 H -4.582 0.148 -1.445
29 H -4.087 -1.057 -0.239
30 H -2.880 -0.338 -1.346
31 C 1.211 -3.292 -2.106
32 H 1.950 -3.851 -2.713
33 H 0.548 -2.685 -2.758
34 H 0.618 -4.042 -1.540
35 C 3.435 0.552 0.041
36 H 2.852 1.343 -0.455
37 H 4.415 0.621 -0.463
38 H 3.533 0.792 1.108
39 C 0.341 -3.412 2.943
40 Si -0.863 -2.249 2.093
41 C -1.735 -3.203 0.723
42 C -2.149 -1.664 3.354
43 O -0.136 -0.900 1.486
44 H -0.114 -4.398 3.093
45 H 0.630 -3.022 3.923
46 H 1.262 -3.549 2.374
47 H -1.890 -4.238 1.051
48 H -2.710 -2.765 0.485
49 H -1.157 -3.218 -0.206
50 H -1.647 -1.130 4.174
51 H -2.844 -0.950 2.888
52 H -2.731 -2.494 3.783

For the HOMO-LUMO gap (alpha / beta), the calculation gives 2.2 / 3.2 eV. As for the multiplicity: 1. Its charge is -2. For the HOMO energy (alpha / beta), the calculation gives 0.08500 / 0.05010 Ha. Its energy above the lowest of the compared OMol25 structures with the same formula, charge and spin is 0.0 kJ/mol.

The following is a DFT calculation (the ωB97M-V functional and the def2-TZVPD basis) of a 2-piece molecular cluster, C15H28N3O overall.

CARTESIAN COORDINATES (ANGSTROEM)
1 C -1.116 -3.486 2.640
2 C -0.513 -2.787 1.699
3 C -0.937 -1.381 1.319
4 C -2.396 -1.204 1.280
5 N -3.535 -1.070 1.292
6 C -0.293 -0.837 0.009
7 C 1.059 -0.363 0.362
8 N 2.122 -0.059 0.669
9 C -0.154 -1.787 -1.203
10 C -1.455 -2.268 -1.880
11 C -2.024 -3.632 -1.421
12 C -3.509 -3.639 -0.992
13 C -3.808 -4.509 0.235
14 H -2.006 -3.124 3.146
15 H -0.756 -4.463 2.936
16 H 0.345 -3.204 1.184
17 H -0.605 -0.724 2.132
18 H -0.853 0.045 -0.318
19 H 0.487 -2.637 -0.958
20 H 0.398 -1.206 -1.949
21 H -1.188 -2.366 -2.935
22 H -2.220 -1.485 -1.844
23 H -1.399 -4.063 -0.634
24 H -1.944 -4.309 -2.275
25 H -3.864 -2.621 -0.825
26 H -4.099 -4.027 -1.826
27 H -4.811 -4.935 0.170
28 H -3.096 -5.334 0.322
29 H -3.774 -3.930 1.159
30 C 0.987 3.706 -0.194
31 C 2.017 4.101 0.852
32 C 2.980 5.215 0.444
33 O 3.909 4.753 -0.507
34 C 3.579 4.966 -1.884
35 N 2.893 2.908 1.137
36 H 1.440 3.169 -1.028
37 H 0.218 3.065 0.240
38 H 0.496 4.594 -0.586
39 H 1.520 4.360 1.787
40 H 3.558 5.523 1.319
41 H 2.427 6.088 0.090
42 H 2.955 5.853 -2.001
43 H 3.069 4.101 -2.310
44 H 4.514 5.116 -2.417
45 H 2.369 2.033 1.240
46 H 3.462 3.045 1.975
47 H 3.549 2.809 0.352

For the HOMO-LUMO gap, the calculation gives 9.8 eV. As for the multiplicity: 1. Its charge is +1. For the HOMO energy, the calculation gives -0.46478 Ha. Its energy above the lowest of the compared OMol25 structures with the same formula, charge and spin is 0.0 kJ/mol.